15
Properties=species:S:1:pos:R:3:forces:R:3:nbo_charge:R:1 method="wB97M-V/def2-TZVPD" largest_force_ev_per_a=1.4 smiles=C[C@H]1CN1CC#N energy_ha=-304.7134 gap_ev=9.888 e_homo_ev=-9.06 spin_multiplicity=1 lumo_energy_ev=0.8250 e_above_lowest_ev=3.3213
H 0.409 -2.641 1.256 -0.617 1.270 0.177 0.248
H 1.545 0.668 -0.289 -0.077 -0.041 -0.146 0.174
H -0.362 0.759 -2.064 -0.016 0.072 0.098 0.222
C 0.360 -1.878 0.443 -0.185 0.565 0.148 -0.309
C 0.215 0.913 1.378 0.227 -0.144 0.185 -0.209
H 1.033 1.152 2.066 0.017 -0.579 -0.330 0.195
N -1.793 -1.961 -1.008 0.708 -0.804 0.120 -0.314
N -0.046 -0.386 0.695 0.451 -0.186 -0.096 -0.449
C -0.341 1.396 -1.174 -0.019 -0.139 0.026 -0.626
C 0.475 0.727 -0.073 0.243 -0.063 -0.250 -0.062
H 0.092 2.363 -1.471 0.055 -0.293 0.205 0.212
H -0.678 1.516 1.617 0.134 -0.878 0.070 0.200
H -1.380 1.585 -0.881 0.213 -0.207 0.125 0.220
C -0.814 -2.124 -0.416 -0.676 0.168 -0.392 0.271
H 1.299 -2.177 -0.091 -0.456 1.261 0.059 0.227


15
Properties=species:S:1:pos:R:3:forces:R:3:nbo_charge:R:1 method="wB97M-V/def2-TZVPD" largest_force_ev_per_a=0.5 energy_ha=-304.6652 gap_ev=8.143 e_homo_ev=-7.38 spin_multiplicity=1 lumo_energy_ev=0.7587 e_above_lowest_ev=4.6340
H -1.325 -1.473 -1.747 -0.044 -0.009 0.118 0.368
H 1.153 2.342 -0.700 -0.024 -0.196 0.049 0.233
C 0.778 -0.365 1.562 0.074 0.040 0.136 -0.175
N -0.064 -1.214 0.902 -0.109 0.045 -0.158 -0.425
C 0.552 0.973 1.176 -0.125 -0.271 0.155 -0.238
N -1.711 -1.297 -0.822 -0.048 0.180 -0.154 -0.841
H 0.918 0.825 -1.617 -0.007 0.039 0.123 0.197
H 1.439 -0.764 2.322 -0.111 0.064 -0.112 0.201
C 1.154 1.257 -0.637 0.305 0.068 -0.429 -0.527
H -2.589 -0.806 -0.944 0.081 -0.092 0.026 0.376
H 2.138 0.904 -0.343 -0.203 0.052 0.010 0.247
H -1.032 1.600 -0.315 0.123 -0.149 0.076 0.231
C -0.823 -0.571 -0.001 0.292 0.032 0.211 0.238
H -0.161 -2.210 1.061 0.048 0.140 -0.024 0.419
C -0.428 0.797 0.103 -0.252 0.057 -0.028 -0.307


15
Properties=species:S:1:pos:R:3:forces:R:3:nbo_charge:R:1 method="wB97M-V/def2-TZVPD" largest_force_ev_per_a=4.3 smiles=Cc1ccn(C)n1 energy_ha=-304.7328 gap_ev=9.687 e_homo_ev=-8.80 spin_multiplicity=1 lumo_energy_ev=0.8852 e_above_lowest_ev=2.7946
H 1.239 2.550 -1.162 0.022 -0.265 0.186 0.233
C -1.890 -1.393 -0.640 -1.568 -0.698 1.857 -0.367
N -0.729 -0.665 -0.285 -0.228 -0.096 0.522 -0.207
C 0.810 0.738 -0.069 0.041 -0.247 0.314 0.136
C -0.174 -1.048 0.880 -1.057 0.278 -0.118 -0.034
C 1.622 1.985 -0.304 0.033 -0.123 0.073 -0.640
H -2.320 -1.712 0.564 -0.571 1.483 -3.988 0.168
H -1.698 -2.423 -0.916 0.460 0.021 -0.782 0.200
H -1.078 -1.706 1.331 3.832 1.027 0.420 0.219
H 1.578 2.637 0.576 0.019 -0.108 -0.142 0.219
N -0.233 0.453 -0.843 0.271 -0.844 0.075 -0.268
H 2.676 1.749 -0.485 -0.142 0.021 0.004 0.220
H 1.665 -0.130 1.799 -0.224 -0.108 -0.012 0.228
C 0.928 -0.199 1.011 -0.347 0.193 0.463 -0.345
H -2.399 -0.835 -1.456 -0.539 -0.535 1.127 0.240


15
Properties=species:S:1:pos:R:3:forces:R:3:nbo_charge:R:1 method="wB97M-V/def2-TZVPD" largest_force_ev_per_a=1.2 energy_ha=-304.6969 gap_ev=8.430 e_homo_ev=-7.93 spin_multiplicity=1 lumo_energy_ev=0.5027 e_above_lowest_ev=3.7724
H -3.319 -0.165 -0.650 0.122 -0.389 0.325 0.193
C 0.958 0.873 -0.203 0.346 0.152 0.090 0.122
C -0.477 1.016 -0.325 0.455 -0.213 0.009 -0.633
C 2.935 -0.301 0.137 0.234 -0.045 0.026 -0.421
C -1.019 -0.189 -0.175 0.054 -0.073 0.046 0.683
N 1.495 -0.253 0.061 -0.038 0.493 -0.085 -0.470
H -3.070 -0.067 1.110 0.154 -0.309 -0.058 0.204
H 3.247 -0.631 1.134 -0.040 0.039 -0.103 0.198
C -2.956 -0.719 0.234 -0.949 -0.215 0.239 -0.420
H -3.499 -1.638 0.339 -0.779 -0.069 0.183 0.229
H 3.320 -1.039 -0.576 -0.053 0.081 0.077 0.198
N -1.557 -1.249 0.030 0.141 0.934 -0.656 -0.471
H -1.004 1.917 -0.620 0.104 -0.416 -0.241 0.270
H 1.531 1.775 -0.422 0.324 0.136 0.120 0.155
H 3.415 0.669 -0.073 -0.076 -0.107 0.028 0.164